(1)
Formula: C3H5BrO2P
Source: the Open Molecules 2025 dataset
Level of theory: the ωB97M-V functional and the def2-TZVPD basis

Results
max |F|: 0.0686 Eh/bohr
molar mass: 183.949 g/mol
frontier orbital gap: 6.7 eV
charge: -1
highest occupied orbital energy: -0.1343 hartree
energy above the lowest of the compared OMol25 structures with the same formula, charge and spin: 126.37 kJ/mol

```
12
Properties=species:S:1:pos:R:3:mulliken_charge:R:1
C -0.191 -2.033 2.662 -0.36
C -0.395 -0.872 2.127 -0.37
C -0.249 0.981 -2.876 -0.48
O 0.610 0.663 0.057 -0.58
O 0.863 1.518 2.454 -0.63
P 0.634 0.411 1.545 0.50
Br -0.342 2.635 -3.822 -0.20
H -1.173 -2.738 2.770 0.15
H 0.805 -2.366 2.918 0.26
H -0.220 1.092 -1.780 0.18
H -1.059 0.332 -3.015 0.32
H 0.717 0.377 -3.040 0.21
```


(2)
Formula: C3H5BrOS
Source: the Open Molecules 2025 dataset
Level of theory: the ωB97M-V functional and the def2-TZVPD basis

Results
max |F|: 0.0865 Eh/bohr
molar mass: 169.043 g/mol
frontier orbital gap (alpha / beta): 7.7 / 7.7 eV
highest occupied orbital energy (alpha / beta): -0.2825 / -0.2826 hartree
energy above the lowest of the compared OMol25 structures with the same formula, charge and spin: 404.90 kJ/mol

```
11
Properties=species:S:1:pos:R:3:mulliken_charge:R:1
C -0.730 -1.281 1.144 -0.54
C -1.409 -0.613 0.244 0.03
C -0.447 0.637 -1.561 -0.18
O -0.326 1.815 -0.943 -0.46
S 0.858 -0.400 -1.999 -0.12
Br -3.314 -0.580 -0.017 -0.20
H -1.350 -2.004 1.736 0.20
H 0.242 -1.102 1.414 0.29
H -1.367 0.644 -2.117 0.42
H 0.319 1.833 -0.106 0.40
H 1.989 0.339 -1.415 0.16
```


(3)
Formula: C3H5BrOS
Source: the Open Molecules 2025 dataset
Level of theory: the ωB97M-V functional and the def2-TZVPD basis

Results
max |F|: 0.0801 Eh/bohr
molar mass: 169.043 g/mol
frontier orbital gap: 8.6 eV
highest occupied orbital energy: -0.3234 hartree
energy above the lowest of the compared OMol25 structures with the same formula, charge and spin: 15.56 kJ/mol

```
11
Properties=species:S:1:pos:R:3:mulliken_charge:R:1
C 0.334 -1.271 0.672 -1.01
C 0.113 0.177 0.815 0.64
O 0.515 0.892 1.673 -0.49
C -0.895 1.014 -0.431 -0.62
S -0.372 0.458 -2.058 -0.05
Br 1.764 0.890 -2.013 -0.09
H -0.465 -1.777 0.139 0.32
H 1.272 -1.418 0.139 0.28
H 0.456 -1.675 1.679 0.35
H -0.820 2.082 -0.298 0.32
H -1.902 0.628 -0.317 0.34
```


(4)
Formula: C3H5BrOS
Source: the Open Molecules 2025 dataset
Level of theory: the ωB97M-V functional and the def2-TZVPD basis

Results
max |F|: 0.0786 Eh/bohr
molar mass: 169.043 g/mol
frontier orbital gap: 9.1 eV
highest occupied orbital energy: -0.3226 hartree
energy above the lowest of the compared OMol25 structures with the same formula, charge and spin: 253.40 kJ/mol

```
11
Properties=species:S:1:pos:R:3:mulliken_charge:R:1
C -0.930 -1.002 0.925 -0.06
C 0.085 -0.393 0.868 -0.14
C 1.238 0.314 1.130 -1.06
H -1.797 -1.579 0.642 0.44
H 1.637 0.945 0.259 0.25
H 1.222 0.922 2.021 0.30
H 1.935 -0.439 1.258 0.31
O -1.454 1.529 -2.293 -0.44
S -1.629 -0.057 -1.951 0.23
Br -2.783 -0.459 -3.696 -0.17
H -2.097 2.099 -1.795 0.34
```


(5)
Formula: C3H5BrOS
Source: the Open Molecules 2025 dataset
Level of theory: the ωB97M-V functional and the def2-TZVPD basis

Results
max |F|: 0.1166 Eh/bohr
molar mass: 169.043 g/mol
frontier orbital gap: 9.3 eV
highest occupied orbital energy: -0.3209 hartree
energy above the lowest of the compared OMol25 structures with the same formula, charge and spin: 322.01 kJ/mol

```
11
Properties=species:S:1:pos:R:3:mulliken_charge:R:1
C -2.303 -1.065 1.569 -0.05
C -3.253 -1.355 0.870 -0.41
Br -4.723 -1.693 -0.113 0.00
H -1.615 -0.996 2.263 0.47
C 1.057 1.402 -0.833 -0.73
S 1.700 0.043 0.193 0.06
O 2.850 -0.895 -0.609 -0.47
H 0.060 1.158 -1.241 0.26
H 1.568 1.765 -1.744 0.31
H 0.941 2.320 -0.131 0.25
H 3.718 -0.685 -0.225 0.33
```


(6)
Formula: C3H5CaLi2O4
Source: the Open Molecules 2025 dataset
Level of theory: the ωB97M-V functional and the def2-TZVPD basis

Results
max |F|: 0.0902 Eh/bohr
molar mass: 159.029 g/mol
frontier orbital gap: 9.2 eV
charge: +1
highest occupied orbital energy: -0.4709 hartree
energy above the lowest of the compared OMol25 structures with the same formula, charge and spin: 31.86 kJ/mol

```
15
Properties=species:S:1:pos:R:3:mulliken_charge:R:1
H -0.769 -0.789 -1.670 0.41
Li 0.543 -1.768 1.530 0.84
O -2.561 -0.418 -0.724 -0.65
O -0.702 0.791 -0.322 -0.52
C 0.642 1.120 -0.764 -0.50
C 1.657 0.238 -0.030 -0.16
O 1.323 0.063 1.312 -1.04
C -1.333 -0.344 -0.829 0.45
H 0.700 1.003 -1.854 0.41
H 0.769 2.176 -0.492 0.28
H 2.650 0.705 -0.162 0.35
H 1.709 -0.742 -0.550 0.23
O -1.171 -1.147 1.460 -1.43
Ca -0.518 0.581 1.881 1.48
Li -2.940 -1.469 1.214 0.85
```


(7)
Formula: C3H5CdO2
Source: the Open Molecules 2025 dataset
Level of theory: the ωB97M-V functional and the def2-TZVPD basis

Results
max |F|: 0.0292 Eh/bohr
molar mass: 185.483 g/mol
frontier orbital gap (alpha / beta): 6.7 / 9.0 eV
spin multiplicity: 2
highest occupied orbital energy (alpha / beta): -0.2300 / -0.3325 hartree

```
11
Properties=species:S:1:pos:R:3:mulliken_spin:R:1
H 1.344 -1.725 1.231 0.22
C 1.727 1.870 0.090 0.01
C 0.427 1.680 0.261 0.00
O -0.138 0.462 -0.102 -0.01
C -1.420 0.253 0.123 -0.01
O -1.526 -1.058 0.036 -0.02
Cd 0.668 -1.888 -0.409 0.81
H 2.193 2.745 0.541 0.00
H 2.363 1.123 -0.387 0.00
H -0.311 2.442 0.514 0.00
H -2.441 -1.353 0.132 0.00
```


(8)
Formula: C3H5Cl
Source: the Open Molecules 2025 dataset
Level of theory: the ωB97M-V functional and the def2-TZVPD basis

Results
max |F|: 0.0834 Eh/bohr
molar mass: 76.526 g/mol
frontier orbital gap: 10.1 eV
highest occupied orbital energy: -0.3466 hartree
energy above the lowest of the compared OMol25 structures with the same formula, charge and spin: 238.20 kJ/mol

```
9
Properties=species:S:1:pos:R:3:mulliken_charge:R:1
C -0.700 0.265 0.875 -0.24
C -0.235 -0.716 0.151 -0.40
C -0.736 0.477 -0.624 -0.52
H -0.781 0.825 1.774 0.34
H 0.407 -1.483 0.223 0.40
H -1.699 0.370 -1.117 0.21
H -0.030 1.190 -0.987 0.21
Cl 3.927 -0.081 -0.236 -0.26
H 5.003 -0.770 -0.679 0.26
```


What did the fifth record say?
Formula: C3H5BrOS
Source: the Open Molecules 2025 dataset
Level of theory: the ωB97M-V functional and the def2-TZVPD basis

Results
max |F|: 0.1166 Eh/bohr
molar mass: 169.043 g/mol
frontier orbital gap: 9.3 eV
highest occupied orbital energy: -0.3209 hartree
energy above the lowest of the compared OMol25 structures with the same formula, charge and spin: 322.01 kJ/mol

```
11
Properties=species:S:1:pos:R:3:mulliken_charge:R:1
C -2.303 -1.065 1.569 -0.05
C -3.253 -1.355 0.870 -0.41
Br -4.723 -1.693 -0.113 0.00
H -1.615 -0.996 2.263 0.47
C 1.057 1.402 -0.833 -0.73
S 1.700 0.043 0.193 0.06
O 2.850 -0.895 -0.609 -0.47
H 0.060 1.158 -1.241 0.26
H 1.568 1.765 -1.744 0.31
H 0.941 2.320 -0.131 0.25
H 3.718 -0.685 -0.225 0.33
```


Question: Which value of molar mass does entry 6 give?
Answer: 159.029 g/mol


Question: Which of these has the highest max |F|?
Answer: number 5